[1]
{"formula": "C24H62BN11O23", "method": "ωB97M-V with the def2-TZVPD basis set", "elements": ["B", "C", "C", "C", "C", "C", "C", "C", "C", "C", "C", "C", "C", "O", "C", "H", "H", "H", "H", "H", "H", "H", "H", "H", "H", "H", "H", "H", "H", "H", "H", "H", "H", "H", "H", "H", "H", "H", "H", "H", "H", "H", "H", "H", "C", "N", "O", "O", "H", "H", "H", "C", "N", "O", "O", "H", "H", "H", "C", "N", "O", "O", "H", "H", "H", "C", "N", "O", "O", "H", "H", "H", "C", "N", "O", "O", "H", "H", "H", "C", "N", "O", "O", "H", "H", "H", "C", "N", "O", "O", "H", "H", "H", "C", "N", "O", "O", "H", "H", "H", "C", "N", "O", "O", "H", "H", "H", "C", "N", "O", "O", "H", "H", "H", "C", "N", "O", "O", "H", "H", "H"], "xyz": [[3.012, -0.459, 0.313], [2.851, -0.760, -1.214], [1.598, -0.102, -1.852], [1.028, 1.080, -1.070], [-0.086, 1.809, -1.849], [-1.354, 2.035, -1.032], [-2.468, 2.737, -1.834], [-3.568, 1.800, -2.374], [-4.984, 2.338, -2.153], [-5.540, 2.007, -0.768], [-5.855, 0.513, -0.576], [-7.331, 0.217, -0.256], [-7.861, -1.123, -0.766], [-8.606, -1.055, -1.967], [-7.862, -0.592, -3.072], [3.882, 0.242, 0.719], [2.274, -0.962, 1.112], [3.757, -0.476, -1.748], [2.764, -1.849, -1.319], [1.840, 0.209, -2.870], [0.814, -0.856, -1.964], [1.830, 1.786, -0.841], [0.605, 0.713, -0.130], [-0.323, 1.260, -2.766], [0.285, 2.788, -2.170], [-1.110, 2.624, -0.145], [-1.725, 1.065, -0.684], [-2.916, 3.535, -1.237], [-1.997, 3.229, -2.690], [-3.416, 1.656, -3.446], [-3.465, 0.809, -1.923], [-5.658, 1.935, -2.915], [-4.984, 3.423, -2.290], [-6.459, 2.584, -0.619], [-4.850, 2.357, 0.005], [-5.269, 0.122, 0.258], [-5.553, -0.057, -1.458], [-7.982, 1.017, -0.618], [-7.450, 0.198, 0.830], [-8.555, -1.526, -0.030], [-7.034, -1.840, -0.870], [-7.711, 0.492, -3.031], [-8.435, -0.824, -3.969], [-6.889, -1.091, -3.136], [-6.985, -0.232, 4.685], [-6.098, 0.210, 3.575], [-5.796, -0.605, 2.730], [-5.768, 1.379, 3.566], [-7.216, -1.281, 4.546], [-6.467, -0.052, 5.622], [-7.885, 0.375, 4.628], [-9.274, 3.286, 3.890], [-9.774, 2.744, 5.184], [-10.063, 3.529, 6.065], [-9.860, 1.537, 5.272], [-9.258, 4.367, 3.959], [-8.279, 2.878, 3.732], [-9.949, 2.935, 3.115], [5.748, -1.097, -4.713], [5.362, -1.930, -3.541], [5.912, -1.712, -2.481], [4.511, -2.779, -3.720], [6.502, -0.393, -4.396], [6.125, -1.767, -5.477], [4.845, -0.601, -5.058], [4.724, 0.822, 5.164], [4.305, 1.074, 3.757], [5.126, 1.513, 2.981], [3.155, 0.793, 3.481], [5.768, 1.093, 5.268], [4.083, 1.416, 5.808], [4.542, -0.235, 5.325], [2.403, -2.776, 3.719], [3.283, -3.000, 4.902], [3.420, -2.073, 5.679], [3.810, -4.084, 5.009], [2.026, -1.761, 3.764], [3.011, -2.937, 2.834], [1.608, -3.514, 3.768], [-10.989, -2.026, 0.910], [-10.375, -1.220, 2.005], [-10.121, -0.054, 1.779], [-10.154, -1.791, 3.052], [-11.107, -1.387, 0.044], [-10.314, -2.853, 0.710], [-11.940, -2.397, 1.280], [-8.813, 4.144, 8.957], [-8.165, 5.305, 9.627], [-8.771, 5.859, 10.520], [-7.063, 5.621, 9.226], [-9.780, 3.980, 9.415], [-8.907, 4.387, 7.905], [-8.154, 3.291, 9.091], [0.077, -3.234, -4.241], [-0.092, -2.089, -5.181], [0.432, -1.038, -4.883], [-0.742, -2.295, -6.184], [0.680, -2.899, -3.405], [-0.917, -3.542, -3.929], [0.563, -4.032, -4.793], [10.347, -0.211, -5.233], [9.440, -0.143, -6.413], [9.923, 0.082, -7.498], [8.252, -0.323, -6.203], [11.362, -0.032, -5.560], [10.018, 0.548, -4.531], [10.225, -1.198, -4.797], [14.942, -0.476, -3.137], [13.667, 0.001, -3.738], [13.696, 0.450, -4.866], [12.667, -0.094, -3.054], [15.735, -0.334, -3.860], [15.108, 0.102, -2.234], [14.811, -1.526, -2.899], [16.941, -4.567, -0.999], [16.639, -3.506, -1.999], [17.039, -2.381, -1.779], [16.000, -3.837, -2.977], [17.509, -4.120, -0.193], [15.989, -4.962, -0.656], [17.504, -5.340, -1.513]], "homo_lumo_gap_ha": 0.3463, "smiles": "BCCCCCCCCCCCCOC.C[N+](=O)[O-].C[N+](=O)[O-].C[N+](=O)[O-].C[N+](=O)[O-].C[N+](=O)[O-].C[N+](=O)[O-].C[N+](=O)[O-].C[N+](=O)[O-].C[N+](=O)[O-].C[N+](=O)[O-].C[N+](=O)[O-]"}

=====

[2]
{"formula": "C24H62ClN4O13", "method": "ωB97M-V with the def2-TZVPD basis set", "elements": ["Cl", "O", "O", "O", "O", "O", "H", "H", "C", "O", "C", "C", "N", "C", "C", "O", "C", "H", "H", "H", "H", "H", "H", "H", "H", "H", "H", "H", "H", "H", "H", "H", "C", "O", "C", "C", "N", "C", "C", "O", "C", "H", "H", "H", "H", "H", "H", "H", "H", "H", "H", "H", "H", "H", "H", "H", "C", "O", "C", "C", "N", "C", "C", "O", "C", "H", "H", "H", "H", "H", "H", "H", "H", "H", "H", "H", "H", "H", "H", "H", "C", "O", "C", "C", "N", "C", "C", "O", "C", "H", "H", "H", "H", "H", "H", "H", "H", "H", "H", "H", "H", "H", "H", "H"], "xyz": [[23.738, 16.453, -3.537], [24.858, 17.290, -3.185], [22.556, 17.141, -3.067], [23.759, 16.428, -5.024], [23.883, 15.063, -3.098], [27.916, 13.123, -4.170], [26.982, 13.265, -4.323], [27.952, 12.614, -3.361], [32.067, 25.566, -2.243], [30.698, 25.275, -2.779], [30.580, 24.346, -3.807], [29.297, 23.458, -3.743], [29.030, 22.870, -5.043], [27.812, 21.935, -4.974], [27.341, 21.761, -6.415], [26.853, 23.089, -6.727], [26.945, 23.368, -8.118], [32.563, 24.660, -1.893], [31.935, 26.193, -1.361], [32.714, 26.019, -2.994], [31.532, 23.829, -3.924], [30.514, 25.009, -4.669], [28.462, 23.979, -3.273], [29.369, 22.587, -3.092], [28.635, 23.568, -5.657], [27.055, 22.531, -4.465], [28.177, 21.020, -4.507], [26.623, 20.941, -6.398], [28.211, 21.481, -7.009], [27.818, 22.936, -8.606], [26.926, 24.453, -8.225], [26.053, 23.141, -8.702], [28.626, 16.822, 0.170], [29.229, 15.596, 0.432], [28.359, 14.519, 0.140], [29.046, 13.165, 0.465], [28.343, 12.015, -0.171], [28.930, 10.712, 0.140], [28.357, 9.644, -0.784], [27.074, 9.189, -0.413], [26.499, 8.023, -1.037], [27.786, 17.024, 0.834], [28.267, 16.940, -0.852], [29.445, 17.519, 0.351], [28.055, 14.513, -0.907], [27.458, 14.605, 0.746], [29.030, 13.113, 1.554], [30.085, 13.123, 0.138], [27.421, 12.249, 0.170], [28.859, 10.473, 1.202], [30.008, 10.674, -0.019], [29.053, 8.806, -0.830], [28.282, 9.899, -1.841], [27.171, 7.647, -1.808], [25.560, 8.371, -1.469], [26.511, 7.235, -0.283], [18.087, 20.843, 1.360], [17.890, 19.620, 0.703], [18.082, 18.368, 1.421], [18.178, 17.238, 0.466], [18.424, 15.930, 1.128], [18.997, 14.911, 0.236], [17.969, 14.400, -0.805], [16.834, 13.811, -0.200], [15.804, 13.325, -1.169], [17.789, 20.887, 2.407], [17.644, 21.699, 0.850], [19.141, 21.105, 1.457], [17.275, 18.227, 2.140], [19.001, 18.513, 1.989], [19.100, 17.486, -0.059], [17.323, 17.112, -0.198], [17.532, 15.544, 1.400], [19.259, 14.013, 0.797], [19.972, 15.152, -0.188], [18.509, 13.649, -1.382], [17.857, 15.176, -1.562], [15.165, 12.553, -0.740], [16.234, 12.890, -2.071], [15.255, 14.130, -1.658], [26.064, 18.004, -11.831], [25.808, 16.802, -11.162], [24.505, 16.878, -10.654], [23.958, 15.416, -10.616], [24.471, 14.619, -9.440], [23.823, 13.249, -9.399], [24.094, 12.296, -8.187], [25.520, 12.094, -8.011], [25.776, 10.830, -7.427], [27.134, 17.978, -12.040], [25.760, 18.925, -11.333], [25.505, 18.073, -12.764], [23.843, 17.510, -11.246], [24.555, 17.288, -9.645], [23.950, 14.977, -11.614], [22.909, 15.495, -10.330], [24.401, 15.133, -8.573], [24.151, 12.678, -10.267], [22.760, 13.373, -9.607], [23.430, 11.436, -8.282], [23.764, 12.897, -7.339], [25.599, 10.102, -8.219], [25.192, 10.658, -6.524], [26.842, 10.599, -7.422]], "homo_lumo_gap_ha": 0.2969, "relative_energy_ev": 3.5371, "charge": -1}

=====

HOMO energy (eV)
-9.79; -5.71
LUMO (eV)
-0.363; 2.368